A molecular structure, C11H25CdF5N3O7P3S at a distorted geometry, computed with the ωB97M-V functional and the def2-TZVPD basis.

The value obtained for the LUMO energy is -0.406 Ha. As for the HOMO energy: -0.4625 hartree. As for the energy: -3213.71298 a.u.

```
! RIJCOSX wB97M-V def2-TZVPD def2/J DEFGRID3
* xyz 2 1
C 5.730 0.788 0.811
C 4.948 -0.437 1.321
C 3.655 -0.695 0.512
C 2.365 -0.152 1.183
C 1.186 -1.144 1.135
C 0.643 -1.243 -0.300
C -0.644 -2.059 -0.576
O -1.834 -1.248 -0.545
C -2.434 -1.011 0.718
C -3.354 0.241 0.605
N -3.390 0.858 -0.692
N -2.961 1.237 1.694
S -2.842 2.803 1.332
O -4.013 3.477 0.765
O -2.381 3.547 2.523
C -1.403 3.082 0.134
F -0.477 3.729 0.861
F -0.860 1.981 -0.369
C -1.875 4.099 -0.949
F -2.980 3.823 -1.574
F -2.112 5.212 -0.112
F -0.927 4.399 -1.789
P -0.528 -2.749 -2.326
P -0.543 -1.097 -3.729
O -0.624 -1.716 -5.066
O 0.819 -0.277 -3.452
O -1.725 -0.026 -3.383
P -0.877 -3.673 0.398
N 0.547 -4.533 0.151
O -0.732 -3.258 1.970
H 5.050 1.621 0.578
H 6.308 0.542 -0.090
H 6.426 1.149 1.579
H 4.694 -0.275 2.380
H 5.597 -1.322 1.271
H 3.531 -1.773 0.326
H 3.768 -0.221 -0.474
H 2.592 0.078 2.234
H 2.077 0.803 0.715
H 1.571 -2.117 1.463
H 0.426 -0.810 1.852
H 0.505 -0.224 -0.695
H 1.444 -1.691 -0.912
H -1.676 -0.858 1.494
H -3.059 -1.870 1.008
H -4.374 -0.068 0.865
H -4.161 0.514 -1.252
H -2.524 0.698 -1.191
H -3.654 1.236 2.453
H -1.794 -3.341 -2.488
H 0.682 0.571 -3.007
H -1.477 0.854 -3.716
H 0.932 -4.477 -0.789
H 1.258 -4.380 0.861
H -1.211 -3.877 2.544
Cd -3.306 5.283 1.739
*
```